[1]
Below is one molecule with the formula C4H6N4 in a non-equilibrium geometry, with properties calculated with the ωB97M-V functional and the def2-TZVPD basis.

Geometry as XYZ:
```
14
Properties=species:S:1:pos:R:3
C 0.07 0.05 -0.11
C 1.02 -0.86 -0.74
C 1.81 -1.56 -1.36
C -0.38 -0.28 1.27
H 0.84 0.92 -2.16
H -0.27 2.13 -2.34
H 2.40 -2.32 -1.85
H -1.71 0.46 2.64
H -1.63 1.33 1.07
H -0.26 -1.36 2.80
N -0.16 1.16 -2.04
N -0.50 1.03 -0.73
N -1.49 0.47 1.65
N 0.27 -1.19 1.90
```

Summary:
SMILES string ... [H]/N=C(N)/C(C#C)=N/N
ΔE to the lowest compared entry with this formula, charge and spin ... 3.225 eV
HOMO-LUMO gap ... 9.394 eV
Electronic energy ... -374.94284 a.u.
Largest force on an atom ... 2.5 eV/Å

=====

[2]
Below is one molecule with the formula C4H6N4 in a non-equilibrium geometry, with properties calculated with the ωB97M-V functional and the def2-TZVPD basis.

Geometry as XYZ:
```
14
Properties=species:S:1:pos:R:3
C -1.58 -0.72 2.08
C -0.53 -0.42 0.93
C 0.73 -0.19 -1.37
C 1.66 0.41 -2.23
H -2.61 -0.86 1.69
H -1.15 -1.75 2.59
H -1.93 0.16 2.67
H 0.53 -1.22 0.98
H 0.44 -1.14 -1.25
H 2.61 0.36 -2.88
N -0.71 0.76 0.29
N 0.30 0.78 -0.62
N 1.65 1.85 -1.87
N 0.58 1.98 -1.00
```

Summary:
SMILES string ... C/C=N/n1ccnn1
ΔE to the lowest compared entry with this formula, charge and spin ... 6.232 eV
HOMO-LUMO gap ... 9.426 eV
Electronic energy ... -374.83233 a.u.
Largest force on an atom ... 6.8 eV/Å

=====

[3]
Below is one molecule with the formula C4H6N4 in a non-equilibrium geometry, with properties calculated with the ωB97M-V functional and the def2-TZVPD basis.

Geometry as XYZ:
```
14
Properties=species:S:1:pos:R:3
C -0.42 -0.11 -0.35
C 0.74 -1.18 1.11
C 0.55 1.15 1.53
C 0.54 0.87 0.10
H -1.94 -0.07 -3.25
H -1.36 -1.58 -2.22
H 1.25 -1.95 1.87
H -0.53 1.22 2.22
H 1.18 2.03 1.81
H 1.47 1.30 -0.38
N -1.63 -0.66 -2.26
N -0.97 0.24 -1.47
N -0.24 -1.36 0.31
N 1.37 0.10 0.98
```

Summary:
SMILES string ... N/N=C1\N=CN2C[C@H]12
ΔE to the lowest compared entry with this formula, charge and spin ... 5.663 eV
HOMO-LUMO gap ... 8.757 eV
Electronic energy ... -374.85325 a.u.
Largest force on an atom ... 6.6 eV/Å

=====

[4]
Below is one molecule with the formula C4H6N4 in a non-equilibrium geometry, with properties calculated with the ωB97M-V functional and the def2-TZVPD basis.

Geometry as XYZ:
```
14
Properties=species:S:1:pos:R:3
C 1.85 -0.74 0.11
C 1.59 0.80 -0.17
C -1.77 0.28 0.21
C -1.58 -0.97 -0.25
H 2.04 -1.31 -0.74
H 2.60 -1.00 0.87
H 2.46 1.55 -0.57
H -1.06 2.28 -0.02
H -2.80 0.67 0.45
H -2.49 -1.75 -0.02
N 0.50 1.54 -0.07
N -0.92 1.31 0.07
N -0.28 -1.32 -0.42
N 0.51 -1.05 0.52
```

Summary:
SMILES string ... C1=C\N/N=C\C/N=N/1
ΔE to the lowest compared entry with this formula, charge and spin ... 6.427 eV
HOMO-LUMO gap ... 8.259 eV
Electronic energy ... -374.82519 a.u.
Largest force on an atom ... 5.2 eV/Å